No. 1
DFT (ωB97M-V/def2-TZVPD) results for a cluster of 2 separate species, C8H21BN2O5 in total.

Element x y z (Å)
C -2.440291 0.044905 -1.242562
O -2.569015 -1.349225 -1.011345
C -1.479339 -2.073544 -1.541367
N -0.226885 -1.737145 -0.842726
B 1.005531 -1.775268 -1.715003
O 1.276217 -2.836377 -2.525309
N 1.961408 -0.680874 -1.691822
C 2.600588 -0.499889 -0.380511
C 1.425379 0.560446 -2.218732
C -0.049603 -2.540499 0.268603
O 0.918569 -3.157464 0.500551
O -1.109936 -2.586791 1.105185
H -1.660178 0.489833 -0.634384
H -2.251947 0.201217 -2.301759
H -3.385530 0.482396 -0.954774
H -1.429929 -1.827282 -2.604085
H -1.740822 -3.115111 -1.422670
H 0.483484 -3.175780 -2.960663
H 2.128403 0.272742 0.229528
H 3.640723 -0.232844 -0.551915
H 2.632564 -1.419324 0.186770
H 2.131577 1.361721 -2.055543
H 0.442012 0.837607 -1.825412
H 1.322833 0.473093 -3.298470
H -1.431755 -1.676581 1.165140
C 0.210475 3.413483 2.417509
C -0.123368 2.058362 1.813920
C -1.112431 1.295083 2.681246
O 1.071564 1.292178 1.646463
H 0.674310 3.292161 3.400073
H 0.922948 3.946776 1.787717
H -0.683581 4.028343 2.530498
H -0.542384 2.196399 0.815639
H -0.690853 1.106393 3.671659
H -1.340049 0.324155 2.239126
H -2.044490 1.848692 2.801566
H 1.463799 1.158011 2.517858

Atoms 1-2, force components in eV/Å:
-0.35 -0.48 0.09
0.13 -0.11 0.05

Calculated values
* SMILES string: COCN(B(O)N(C)C)C(=O)O.CC(C)O
* HOMO-LUMO gap: 8.796 eV
* multiplicity: 1
* ΔE to the lowest compared entry with this formula, charge and spin: 70.61 kJ/mol
* calculated total energy: -22532.022 eV

***

No. 2
DFT (ωB97M-V/def2-TZVPD) results for an isolated molecule of C12H22O3Si.

Element x y z (Å)
C -1.550158 -2.467731 -3.934307
C -0.440233 -2.415929 -2.919105
O -0.277067 -1.149588 -2.292112
Si 1.130625 -0.372504 -2.705786
O 1.041882 1.108220 -2.169247
O 2.157607 -1.145709 -1.610179
C 1.723396 -1.333853 -0.292722
C 1.640956 -0.078000 0.492528
C 1.661265 -0.028178 1.819706
C 1.856678 -1.237547 2.666039
C 1.602765 1.322053 2.473173
C 0.133182 1.817650 2.569761
C -0.420535 2.376915 1.256104
C -1.513069 1.938801 0.641569
C -2.409805 0.916144 1.243446
C -1.790698 2.375350 -0.765101
H -1.466771 -1.653347 -4.640824
H -2.515757 -2.421232 -3.459914
H -1.472259 -3.361172 -4.528532
H 0.528749 -2.662515 -3.374557
H -0.549087 -3.191921 -2.162566
H 2.402918 -2.078245 0.144626
H 0.734791 -1.813026 -0.318280
H 1.575825 0.801240 -0.082281
H 0.897513 -1.608311 3.042670
H 2.492436 -1.008340 3.517622
H 2.278962 -2.083919 2.114146
H 2.064700 1.292391 3.470321
H 2.187925 2.022126 1.886334
H -0.475007 0.996134 2.981375
H 0.081495 2.602845 3.325622
H 0.186564 3.078436 0.756438
H -2.851553 1.332008 2.161817
H -1.856339 0.002405 1.481852
H -3.228593 0.693509 0.559491
H -1.151313 3.223482 -1.013739
H -2.845501 2.659309 -0.891000
H -1.566489 1.552047 -1.444389

Atoms 1-2, force components in eV/Å:
0.30 0.31 -0.01
0.73 -0.70 -0.06

Calculated values
* SMILES string: CCO[Si](=O)OC/C=C(\C)CCC=C(C)C
* HOMO-LUMO gap: 5.605 eV
* multiplicity: 1
* ΔE to the lowest compared entry with this formula, charge and spin: 90.77 kJ/mol
* calculated total energy: -26819.502 eV

***

No. 3
DFT (ωB97M-V/def2-TZVPD) results for an isolated molecule of C3H6O3.

Element x y z (Å)
C -1.818879 0.085368 -0.496891
C -0.563893 -0.316564 0.218865
O -0.423553 -1.264831 0.934171
O 0.261746 0.929307 0.390784
C 1.585873 0.537113 0.370091
O 1.645416 -0.579214 -0.596609
H -2.607132 -0.638156 -0.289287
H -1.638033 0.144471 -1.569825
H -2.159432 1.052122 -0.132289
H 1.869610 0.144489 1.358560
H 2.199525 1.346159 -0.035742
H 1.648754 -1.440265 -0.151828

Atoms 1-2, force components in eV/Å:
0.00 -0.56 -0.41
-0.84 2.63 2.69

Calculated values
* SMILES string: CC(=O)OCO
* HOMO-LUMO gap: 11.526 eV
* multiplicity: 1
* ΔE to the lowest compared entry with this formula, charge and spin: 134.58 kJ/mol
* calculated total energy: -9349.922 eV

***

No. 4
DFT (ωB97M-V/def2-TZVPD) results for a cluster of 2 separate species, C14H20BN3O4PS2 in total.

Element x y z (Å)
O -0.543359 4.870147 1.636386
B -1.449895 4.071996 1.006470
O -2.302897 4.664841 0.143500
C -1.482904 2.474327 1.265906
P 0.104255 1.686781 1.015164
C 0.006078 0.185331 0.041610
C 1.396742 -0.285851 -0.440296
C 1.369313 -0.628579 -1.928240
S 3.002796 -0.804219 -2.690429
C 3.904913 0.576837 -1.993200
S 5.192781 0.352436 -1.061878
N 3.510508 1.875626 -2.396993
C 4.319673 2.859228 -2.926923
C 3.515299 3.934489 -3.140932
N 2.225840 3.654407 -2.750899
C 2.250021 2.428001 -2.324183
H -0.186668 4.545602 2.467477
H -2.825326 4.089417 -0.421104
H -1.832467 2.270001 2.281530
H -2.175176 1.983936 0.575280
H 0.969157 2.585520 0.389764
H 0.667367 1.349297 2.243282
H -0.468817 -0.551126 0.693768
H -0.671966 0.392893 -0.790189
H 1.724511 -1.153985 0.130429
H 2.140750 0.497257 -0.258538
H 0.906615 -1.610658 -2.045971
H 0.747742 0.077094 -2.481034
H 5.372531 2.701195 -3.092307
H 3.791059 4.890863 -3.553830
H 1.407431 1.873549 -1.951005
C -3.293584 -4.909435 3.032678
C -1.927102 -5.043337 2.821048
C -1.317096 -4.374450 1.773109
C -2.103235 -3.577046 0.959082
C -3.467277 -3.430976 1.144954
C -4.061239 -4.108294 2.196541
N -1.465249 -2.859540 -0.151052
O -0.265273 -3.005384 -0.316245
O -2.154309 -2.135725 -0.844565
H -3.764191 -5.437122 3.851030
H -1.335355 -5.674558 3.468852
H -0.258954 -4.474575 1.584606
H -4.047320 -2.811239 0.478108
H -5.125725 -4.014973 2.359244

Atoms 1-2, force components in eV/Å:
-0.25 -0.15 0.09
-0.06 0.19 0.01

Calculated values
* HOMO-LUMO gap: 7.932 eV
* multiplicity: 1
* net charge: +1
* calculated total energy: -59130.928 eV

***

No. 5
DFT (ωB97M-V/def2-TZVPD) results for a cluster of 7 separate species, C50H62BBr2F7N6O8S in total.

Element x y z (Å)
C 5.574366 -2.041933 3.318472
C 4.863080 -1.645669 1.935341
C 3.360672 -2.153591 1.768616
O 2.457051 -1.270057 1.718941
O 2.934782 -3.511850 1.692513
C 3.515138 -4.218965 0.563014
C 2.427879 -4.642864 -0.555297
C 2.056304 -3.464184 -1.573935
C 3.114484 -2.816441 -2.548433
C 4.647221 -3.314313 -2.640837
B 4.754048 -4.882775 -3.145231
O 5.931823 -5.674905 -2.789479
O 3.646543 -5.401676 -3.892623
C 2.747962 -1.627624 -3.515044
C 1.309072 -1.064556 -3.581288
C 0.257193 -1.691593 -2.635925
C 0.597138 -2.881381 -1.660260
C -0.624746 -3.425770 -0.799194
O -0.849178 -4.625834 -0.511077
C -1.698732 -2.336212 -0.292739
C -2.348954 -2.474077 1.101492
C -3.404138 -1.364432 1.483482
C -4.101151 -1.539267 2.925472
Br -3.558190 -0.521530 4.537060
C -5.164273 -2.503158 2.954531
C -5.520970 -3.330551 1.602640
Br -6.225055 -2.871336 4.578330
C -3.764949 -0.199289 0.518973
C -3.098595 -0.075205 -0.902042
S -3.610829 1.332044 -1.972623
O -4.086204 0.913048 -3.355340
O -4.837115 1.947716 -1.304931
C -2.298543 2.643376 -2.186401
F -2.910965 3.677801 -2.973224
F -1.212400 2.170296 -3.000971
C -1.806330 3.349632 -0.829421
F -2.692706 3.225597 0.262096
F -1.728109 4.758070 -1.114906
C -0.348115 2.906693 -0.320367
F 0.625686 3.771272 -0.871408
F -0.058859 1.539855 -0.473575
F -0.325288 3.154183 1.093022
C -2.047205 -1.151330 -1.269319
C -1.256720 -1.128302 -2.647633
O -1.700054 -0.751576 -3.756264
H 5.417281 -3.133864 3.621826
H 6.713319 -1.933532 3.136991
H 5.347097 -1.319984 4.187265
H 4.880247 -0.492359 1.885702
H 5.528931 -2.073869 1.095675
H 3.926807 -5.217563 0.984023
H 4.419558 -3.662417 0.147915
H 1.513050 -5.021766 0.043108
H 2.765579 -5.561321 -1.175109
H 5.248439 -3.115118 -1.687854
H 5.181570 -2.710250 -3.474640
H 5.681508 -6.227722 -2.008324
H 3.939228 -6.278490 -4.256413
H 3.536976 -1.173929 -4.221855
H 1.029443 -0.225472 -4.302848
H -2.151284 -3.318587 1.846715
H -5.750498 -2.538301 0.809415
H -6.384617 -4.054847 1.765358
H -4.605915 -3.922535 1.215565
H -4.531196 0.600187 0.836839
C 10.950339 -4.986140 -0.687516
C 10.084133 -6.070493 -0.055526
C 8.634325 -6.034737 -0.544978
C 8.009594 -4.714544 -0.196199
N 7.516145 -3.675732 0.071177
H 10.596200 -3.985113 -0.427795
H 11.980275 -5.067913 -0.332029
H 10.958370 -5.076694 -1.778042
H 10.110980 -5.956294 1.032843
H 10.514356 -7.049277 -0.286727
H 8.059080 -6.836855 -0.074925
H 8.590283 -6.176021 -1.628459
C 8.138225 0.405551 0.022507
C 8.822246 1.514628 0.806323
C 10.107507 1.043610 1.488167
C 9.794514 -0.065029 2.460342
N 9.549851 -0.935042 3.226848
H 7.826827 -0.414596 0.674961
H 7.240418 0.785993 -0.471087
H 8.803129 0.000192 -0.746320
H 8.124872 1.903268 1.555377
H 9.056707 2.340396 0.128189
H 10.571698 1.872486 2.028656
H 10.824312 0.678175 0.747762
C -0.995899 7.558292 -0.358154
C -1.178153 8.490397 0.834950
C -0.861177 9.950769 0.504257
C 0.569456 10.076992 0.063869
N 1.694508 10.175836 -0.282898
H 0.041188 7.543763 -0.703526
H -1.259748 6.537038 -0.083957
H -1.633423 7.862301 -1.194144
H -0.536730 8.148024 1.653532
H -2.212113 8.420297 1.185884
H -1.019661 10.578635 1.385101
H -1.514709 10.314659 -0.293237
C -1.478214 9.704741 4.770523
C -1.532519 11.227217 4.844267
C -0.692293 11.798264 5.988794
C -1.197643 11.276533 7.303649
N -1.594967 10.865266 8.337315
H -1.889485 9.242568 5.671466
H -2.067581 9.344309 3.923421
H -0.449098 9.355026 4.642785
H -2.575465 11.539725 4.958319
H -1.174260 11.642347 3.897360
H -0.752676 12.889552 5.991317
H 0.357880 11.517248 5.871867
C -10.405961 -5.567659 -0.329865
C -10.592691 -4.616546 0.847806
C -10.280701 -3.160991 0.492481
C -8.850416 -3.038051 0.050789
N -7.725193 -2.942711 -0.298121
H -9.368633 -5.584106 -0.674201
H -10.667053 -6.588019 -0.038789
H -11.043578 -5.279988 -1.171240
H -9.950676 -4.942653 1.672578
H -11.626380 -4.683994 1.199146
H -10.441734 -2.518587 1.362091
H -10.934882 -2.813128 -0.311765
C -7.511417 -2.520175 -4.582563
C -8.236829 -1.217005 -4.898022
C -9.522243 -1.040318 -4.086118
C -10.478302 -2.159133 -4.388489
N -11.229651 -3.039924 -4.626118
H -8.119600 -3.392481 -4.836440
H -6.587273 -2.589935 -5.161415
H -7.253370 -2.576986 -3.520569
H -8.466750 -1.189029 -5.968062
H -7.566586 -0.377585 -4.691331
H -9.997208 -0.088305 -4.336817
H -9.302111 -1.037856 -3.014880

Atoms 1-2, force components in eV/Å:
1.11 0.02 -0.08
0.58 -0.59 0.23

Calculated values
* SMILES string: CCC(=O)OCCc1c(CB(O)O)ccc2c1C(=O)c1cc(/C(Br)=C(\C)Br)cc(S(=O)(=O)C(F)(F)C(F)(F)C(F)(F)F)c1C2=O.CCCC#N.CCCC#N.CCCC#N.CCCC#N.CCCC#N.CCCC#N
* HOMO-LUMO gap: 7.354 eV
* multiplicity: 1
* calculated total energy: -248781.566 eV

***

No. 6
DFT (ωB97M-V/def2-TZVPD) results for a structure of composition C15H4Cl6INNiO.

Element x y z (Å)
Ni 0.701154 -0.643160 0.458059
Cl -3.128510 -1.540217 1.155629
C -1.714861 -2.373711 1.728876
C -0.434755 -1.941301 1.400915
C 0.569760 -2.717746 1.939435
Cl 2.161459 -2.118458 1.486477
C 0.433552 -3.834749 2.738463
Cl 1.809069 -4.680180 3.320237
C -0.863066 -4.232809 3.042528
Cl -1.124170 -5.611804 4.030572
C -1.936267 -3.499236 2.535450
Cl -3.535993 -4.001062 2.918165
Cl 0.588760 4.825321 -3.478157
C 1.074517 3.464965 -2.509541
C 2.402168 3.189494 -2.342803
C 2.825897 2.095436 -1.564464
I 4.849944 1.699818 -1.327849
C 1.911058 1.267785 -0.946309
O 2.186664 0.229173 -0.204580
C 0.537977 1.567684 -1.129832
N -0.317788 0.706378 -0.489439
C -1.610611 0.908437 -0.604315
C -2.142871 1.970507 -1.356150
C -1.305898 2.835871 -1.999180
C 0.089451 2.652147 -1.900347
H 3.139532 3.822503 -2.816627
H -2.255003 0.217077 -0.091277
H -3.216162 2.082656 -1.411237
H -1.695006 3.659179 -2.582696

Atoms 1-2, force components in eV/Å:
0.04 -0.10 0.04
0.02 -0.03 0.02

Calculated values
* HOMO-LUMO gap: 7.404 eV
* multiplicity: 1
* ΔE to the lowest compared entry with this formula, charge and spin: 0.00 kJ/mol
* calculated total energy: -143436.082 eV